# 1
This record from OMol25 describes a molecular structure, C11H44F4Mn2N22O15P2. The level of theory is ωB97M-V/def2-TZVPD.

```
100
Properties=species:S:1:pos:R:3:lowdin_spin:R:1
Mn -0.907 33.040 2.201 4.711
Mn -3.811 28.582 0.340 4.764
O -2.714 32.497 1.500 0.047
P -3.707 32.074 0.455 0.022
O -4.237 30.636 0.192 0.047
F -2.924 32.649 -0.831 0.003
F -4.897 33.157 0.573 0.006
O -2.183 29.101 1.583 0.047
P -0.760 29.639 1.935 0.017
O -0.462 31.041 2.245 0.045
F 0.231 29.347 0.660 0.004
F -0.328 28.904 3.310 0.004
C -6.144 35.462 2.910 0.000
O -4.957 35.810 2.926 0.000
N -6.692 34.364 2.521 0.000
N -7.116 36.160 3.480 0.000
H -7.700 34.320 2.548 0.000
H -6.086 33.745 2.002 0.000
H -6.920 37.114 3.746 0.000
H -8.066 35.821 3.525 0.000
C -6.718 28.242 1.858 0.008
O -5.597 28.467 1.470 0.044
N -7.367 28.875 2.826 0.002
N -7.425 27.318 1.307 0.002
H -8.320 28.800 3.152 0.000
H -6.921 29.754 3.046 0.000
H -7.036 26.679 0.628 0.000
H -8.138 27.035 1.963 0.000
C -8.245 30.929 -0.780 0.000
O -8.465 29.767 -1.031 0.000
N -7.332 31.654 -1.301 0.000
N -8.983 31.664 0.027 0.000
H -6.738 31.328 -2.050 0.000
H -7.146 32.644 -1.229 0.000
H -8.823 32.661 0.000 0.000
H -9.767 31.213 0.476 0.000
C -2.391 33.438 5.048 0.009
O -1.811 33.363 4.030 0.043
N -1.981 32.981 6.229 0.002
N -3.466 34.083 5.241 0.004
H -1.014 32.756 6.412 0.000
H -2.713 33.152 6.903 0.000
H -3.998 34.489 4.484 0.000
H -3.780 33.992 6.196 0.000
C -4.154 30.935 -3.531 0.000
O -5.261 30.898 -3.125 0.000
N -3.861 30.549 -4.718 0.000
N -3.095 31.577 -3.054 0.000
H -4.482 29.998 -5.293 0.000
H -3.066 30.992 -5.156 0.000
H -2.176 31.187 -3.203 0.000
H -3.165 32.202 -2.264 0.000
C -1.991 35.710 0.882 0.010
O -1.514 35.009 1.732 0.037
N -1.226 36.211 -0.016 0.003
N -3.218 35.922 0.530 0.003
H -1.657 36.883 -0.636 0.000
H -0.252 35.972 -0.133 0.000
H -4.057 35.767 1.070 0.000
H -3.311 36.524 -0.275 0.000
C -5.614 27.838 -2.284 0.008
O -5.046 28.331 -1.329 0.044
N -5.220 26.852 -2.998 0.002
N -6.788 28.187 -2.651 0.004
H -4.337 26.395 -2.818 0.000
H -5.648 26.782 -3.910 0.000
H -7.198 28.964 -2.155 0.000
H -7.367 27.725 -3.338 0.000
C -7.550 35.079 -0.499 0.000
O -8.266 34.228 -0.010 0.000
N -6.257 35.170 -0.388 0.000
N -8.154 36.195 -0.846 0.000
H -5.696 34.452 0.048 0.000
H -5.711 35.841 -0.910 0.000
H -7.593 37.030 -0.943 0.000
H -9.024 36.338 -0.353 0.000
C -4.691 31.005 3.904 0.000
O -3.623 30.652 3.479 0.000
N -5.733 31.347 3.211 0.000
N -4.916 31.138 5.211 0.000
H -5.960 30.937 2.317 0.000
H -6.432 31.625 3.886 0.000
H -5.825 31.380 5.578 0.000
H -4.159 30.869 5.823 0.000
C -1.103 35.130 -3.726 0.000
O -1.513 34.858 -4.802 0.000
N -0.311 36.085 -3.554 0.000
N -1.387 34.463 -2.649 0.000
H 0.165 36.254 -4.429 0.000
H 0.181 36.041 -2.674 0.000
H -2.129 33.779 -2.684 0.000
H -1.443 34.993 -1.791 0.000
C 0.748 32.456 -0.626 0.008
O -0.131 32.752 0.238 0.038
N 1.523 33.294 -1.166 0.002
N 0.844 31.230 -1.153 0.002
H 1.815 33.195 -2.127 0.000
H 1.700 34.161 -0.680 0.000
H 1.587 30.999 -1.797 0.000
H 0.635 30.520 -0.466 0.000
```

Values from the calculation:
- ⟨S²⟩: 30.01
- Orbital gap (spin up / spin down): 0.3247 / 0.3080 Eh
- Lowest unoccupied orbital energy (spin up / spin down): -4.288 / -4.743 eV
- Charge: +2
- 2S+1: 11

# 2
This record from OMol25 describes a molecular structure, C23H26CoN6OS. The level of theory is ωB97M-V/def2-TZVPD.

```
58
Properties=species:S:1:pos:R:3:nbo_charge:R:1
Co 0.202 -0.176 -0.337 1.172
C 2.003 -4.034 -0.755 -0.218
C 1.548 -2.750 -1.048 0.048
N 0.914 -1.992 -0.160 -0.418
C 0.723 -2.496 1.084 0.142
C 1.128 -3.779 1.465 -0.050
C 1.786 -4.559 0.499 -0.059
C 0.869 -4.215 2.809 -0.146
C 0.278 -3.393 3.703 -0.145
C -0.101 -2.055 3.339 -0.071
C -0.657 -1.122 4.235 -0.053
C -0.929 0.150 3.791 -0.231
C -0.672 0.489 2.460 0.078
N -0.180 -0.381 1.589 -0.446
C 0.114 -1.628 2.029 0.218
H 2.510 -4.601 -1.523 0.273
H 1.685 -2.363 -2.050 0.204
H 2.120 -5.560 0.744 0.268
H 1.166 -5.216 3.093 0.261
H 0.092 -3.724 4.717 0.263
H -0.852 -1.405 5.262 0.265
H -1.338 0.902 4.453 0.272
H -0.858 1.493 2.106 0.230
O -0.254 1.770 -0.229 -0.741
C -1.231 2.742 -0.772 -0.048
C -2.485 2.026 -1.171 -0.439
C -2.969 1.063 -0.070 -0.449
C -2.850 -0.362 -0.511 0.268
C -4.031 -1.059 -0.753 -0.218
C -4.022 -2.320 -1.310 -0.079
C -2.792 -2.868 -1.642 -0.216
C -1.657 -2.151 -1.356 0.015
N -1.645 -0.922 -0.782 -0.490
H 0.570 2.254 -0.092 0.516
H -0.770 3.247 -1.617 0.221
H -1.412 3.454 0.033 0.210
H -2.325 1.498 -2.112 0.225
H -3.241 2.787 -1.364 0.272
H -4.014 1.252 0.162 0.261
H -2.425 1.233 0.856 0.218
H -4.968 -0.577 -0.510 0.258
H -4.945 -2.852 -1.498 0.267
H -2.704 -3.840 -2.108 0.263
H -0.705 -2.593 -1.593 0.203
N 0.389 1.237 -2.890 -0.640
N 0.541 -0.072 -2.308 -0.591
H 0.375 1.149 -3.904 0.391
H 1.206 1.787 -2.647 0.370
H 1.431 -0.481 -2.590 0.374
H -0.186 -0.643 -2.735 0.413
S 4.552 0.847 0.055 0.676
C 3.649 1.604 1.282 -0.396
C 2.339 1.275 1.177 -0.084
N 2.043 0.454 0.103 -0.490
C 3.146 0.160 -0.563 -0.174
H 4.116 2.230 2.027 0.301
H 1.562 1.594 1.852 0.241
H 3.182 -0.497 -1.417 0.234
```

Values from the calculation:
- Orbital gap: 0.2902 Eh
- Lowest unoccupied orbital energy: -9.920 eV
- Charge: +3
- 2S+1: 1

# 3
This record from OMol25 describes 2 unconnected molecules or ions with the total composition C11H16N3. The level of theory is ωB97M-V/def2-TZVPD.

```
30
Properties=species:S:1:pos:R:3:nbo_charge:R:1
C -3.045 -1.449 -0.937 -0.334
C -3.605 -0.863 0.179 -0.025
C -1.753 -0.971 -1.069 -0.043
C 1.026 -2.165 -0.226 -0.090
C 1.698 -1.540 -1.308 -0.258
C 0.650 -1.448 0.901 -0.229
C 1.873 -0.257 -1.091 0.070
C 0.913 -0.082 1.062 0.394
C 0.805 0.578 2.368 -0.668
C 0.762 2.530 -1.117 -0.639
C 1.670 1.944 0.000 -0.207
N -2.605 -0.157 0.672 -0.338
N -1.454 -0.175 -0.079 -0.322
N 1.642 0.472 0.046 -0.289
H -3.564 -2.098 -1.619 0.239
H -4.569 -1.064 0.707 0.250
H -0.999 -1.320 -1.626 0.198
H 0.727 -3.191 -0.393 0.243
H 2.138 -2.063 -2.224 0.277
H 0.095 -2.028 1.607 0.246
H 2.334 0.429 -1.829 0.226
H -0.192 1.103 2.441 0.250
H 1.672 1.240 2.452 0.246
H 0.825 -0.134 3.095 0.249
H 1.005 1.972 -2.041 0.213
H -0.403 2.326 -1.107 0.248
H 0.854 3.636 -1.172 0.250
H 1.402 2.282 0.896 0.212
H 2.688 2.184 -0.190 0.220
H -2.591 0.307 1.601 0.411
```

Values from the calculation:
- Orbital gap: 0.3119 Eh
- Lowest unoccupied orbital energy: -3.888 eV
- Charge: +1
- 2S+1: 1
- Energy above the lowest of the compared OMol25 structures with the same formula, charge and spin: 47.2 kcal per mole

| no. | F_max (hartree/bohr) | electronic energy (eV) |
| --- | --- | --- |
| 1 | 0.1437 | -167709.607 |
| 2 | 0.0022 | -83699.354 |
| 3 | 0.1053 | -16128.478 |